Entry 1:
A structure of composition C17H30O3Sb at a distorted geometry. Source: the OMol25 dataset; level of theory: ωB97M-V/def2-TZVPD.

Atoms and positions in Å:
C 5.51058 0.53034 2.58292
C 5.44719 1.15749 1.07039
C 3.98808 1.05930 0.33211
O 2.97348 0.27048 1.04706
C 1.67861 0.71599 0.44568
Sb 0.16335 -0.91985 0.31466
C -1.30330 0.21712 1.58878
C -2.62107 -0.72114 2.01398
C -3.66509 -0.68121 0.75113
C -5.12271 -0.00317 1.07162
C -5.37217 1.64759 0.97183
C -6.85799 2.34802 1.25164
C -8.15981 1.38244 1.64579
C -7.95733 -0.27126 1.76134
C -6.45882 -0.88810 1.47246
H 5.97917 -0.55137 2.52237
H 4.51421 0.59096 3.19301
H 6.30541 1.17980 3.19241
H 6.28246 0.61038 0.43734
H 5.76014 2.29500 1.15295
H 3.59358 2.16547 0.19665
H 4.16413 0.59538 -0.74511
H 1.90703 1.07590 -0.66030
H 1.20559 1.61850 1.02943
H -0.46962 -0.19413 -1.16346
H 1.31967 -1.80818 -0.66066
H 0.87286 -1.71614 1.73235
H -0.96942 -2.22911 0.07845
H -0.71497 0.47322 2.57133
H -1.61103 1.14535 0.94561
H -2.18337 -1.82981 2.07994
H -3.07538 -0.41262 3.04828
H -3.82129 -1.79055 0.38482
H -3.12980 -0.09356 -0.13481
H -4.51038 2.39441 0.66856
H -7.00021 3.53117 1.17816
H -9.24729 1.82200 1.82961
H -8.90826 -0.94556 2.01896
H -6.33877 -2.05016 1.53844
O 0.59489 -1.32219 -3.23363
C 1.76614 -1.04145 -3.42736
O 2.35095 0.13031 -3.04111
C 3.69312 0.16527 -3.52396
C 4.06938 -1.27443 -3.75764
C 2.75605 -1.89848 -4.15656
H 3.71751 0.75617 -4.44560
H 4.34005 0.64061 -2.78090
H 4.85736 -1.39754 -4.50537
H 4.41941 -1.72329 -2.82008
H 2.57635 -1.81599 -5.23207
H 2.69133 -2.93940 -3.83143

Values from the calculation:
Highest occupied orbital energy   -3.46 eV
DFT total energy   -30779.995 eV
Gap between HOMO and LUMO   0.2236 Ha
LUMO   2.63 eV
Spin multiplicity   1
Charge   -1

Entry 2:
A structure of composition C45H45BrF5N3O8PSSeTa at a distorted geometry. Source: the OMol25 dataset; level of theory: ωB97M-V/def2-TZVPD.

Atoms and positions in Å:
Ta 0.20928 -0.21922 -1.40913
O -1.25275 -1.92739 -5.19573
C -2.13787 -0.96500 -5.53953
C -2.51566 -0.91117 -6.87932
C -3.43166 0.02966 -7.31247
C -3.98536 0.94172 -6.42132
C -3.59805 0.89565 -5.09405
C -2.68386 -0.04790 -4.63684
C -2.32053 -0.04910 -3.18138
O -0.96958 -0.26155 -2.92767
N -2.95585 -1.13368 -2.44899
N -2.54872 -1.00039 -1.14343
C -3.28270 -1.38579 -0.18624
C -2.84769 -1.27728 1.20181
Br -1.03989 -0.78158 1.41794
C -3.67513 -1.55531 2.20990
C -3.44763 -1.48829 3.65900
C -4.03090 -2.46525 4.46722
C -3.84987 -2.45025 5.83999
C -3.10051 -1.44061 6.42837
C -2.54481 -0.44542 5.63700
C -2.71488 -0.46587 4.26186
H -0.99428 -1.84783 -4.26506
H -2.07520 -1.62644 -7.56123
H -3.71312 0.05408 -8.35755
H -4.69431 1.68479 -6.75992
H -3.98715 1.62353 -4.38936
H -2.60148 0.91319 -2.73550
H -3.96148 -1.17531 -2.59357
H -4.26938 -1.82448 -0.35715
H -4.65598 -1.91792 1.91049
H -4.62160 -3.24979 4.00889
H -4.29751 -3.22288 6.45117
H -2.96120 -1.42252 7.50134
H -1.98159 0.35820 6.09409
H -2.30119 0.32856 3.65566
C 5.39049 -0.06304 0.24018
C 4.72667 -1.26106 -0.41946
C 5.01506 -1.31329 -1.90941
C 5.13649 -2.55952 0.25071
O 3.26624 -1.10125 -0.34761
P 2.35051 -1.18540 0.93215
O 2.84763 -0.52306 2.14199
O 1.02082 -0.55004 0.31953
O 1.96340 -2.69540 1.08549
C 1.81758 -3.54004 2.27192
C 0.95080 -4.68496 1.77588
C 1.14637 -2.78613 3.40850
C 3.18873 -4.03305 2.69770
H 6.46988 -0.22266 0.26006
H 5.03173 0.06598 1.25997
H 5.19676 0.85130 -0.32449
H 6.08896 -1.41920 -2.06944
H 4.68812 -0.39276 -2.39429
H 4.50090 -2.15999 -2.36323
H 6.19844 -2.73409 0.07181
H 4.56670 -3.39110 -0.16059
H 4.98241 -2.49964 1.32803
H -0.02257 -4.30996 1.45682
H 0.80395 -5.41514 2.57308
H 1.43038 -5.17366 0.92741
H 0.15066 -2.44475 3.12036
H 1.74784 -1.93339 3.71765
H 1.03186 -3.46531 4.25506
H 3.69171 -4.53236 1.87036
H 3.07382 -4.74536 3.51594
H 3.80180 -3.20274 3.05055
C 0.64327 0.93757 3.94414
C -0.53076 1.58823 3.26470
O -0.73705 1.42929 2.08033
C -1.47755 2.43246 4.06646
C -2.35996 3.26514 3.38171
C -3.27424 4.03588 4.07845
C -3.32839 3.96546 5.46537
C -2.45954 3.13194 6.15372
C -1.52820 2.37560 5.45639
H 1.45842 0.81754 3.23314
H 0.34362 -0.06549 4.26275
H 0.98018 1.48734 4.82013
H -2.31211 3.28751 2.30064
H -3.94938 4.69101 3.54325
H -4.04821 4.56323 6.00977
H -2.50405 3.07385 7.23339
H -0.84538 1.73516 5.99833
Se -0.71893 2.10065 -0.90667
C -1.10875 2.85957 -2.64030
C -0.46792 2.52874 -3.82904
C -0.79288 3.19475 -5.00278
C -1.75290 4.19477 -5.00258
C -2.39189 4.52915 -3.81669
C -2.07250 3.86629 -2.64081
H 0.26651 1.73854 -3.86764
H -0.29583 2.91420 -5.92288
H -2.00523 4.70716 -5.92162
H -3.14272 5.30895 -3.80309
H -2.57159 4.12958 -1.71651
S 0.04904 -2.73645 -1.89939
C 1.59151 -3.40989 -1.79529
N 2.60254 -3.96582 -1.77597
F 5.33242 4.36367 -3.10059
C 4.44964 3.38777 -2.91328
C 3.96718 3.12258 -1.64412
F 4.39369 3.83911 -0.60894
C 3.04958 2.10453 -1.44638
F 2.61597 1.85788 -0.21691
C 2.60326 1.34066 -2.51835
O 1.68432 0.36521 -2.37829
C 3.09338 1.62103 -3.78859
F 2.66128 0.90853 -4.82611
C 4.01070 2.63431 -3.98940
F 4.46535 2.89272 -5.21234

Values from the calculation:
Highest occupied orbital energy   -8.26 eV
DFT total energy   -238901.670 eV
Gap between HOMO and LUMO   0.2677 Ha
LUMO   -0.97 eV
Spin multiplicity   1

Entry 3:
A structure of composition C44H37AuN6O8S. Source: the OMol25 dataset; level of theory: ωB97M-V/def2-TZVPD.

Atoms and positions in Å:
Au -0.14474 0.77391 -1.04031
C 4.95334 0.68284 2.78931
O 4.13771 -0.31578 2.19549
C 4.10110 -1.55253 2.73427
C 4.87727 -1.95824 3.81308
C 4.81507 -3.26623 4.27368
C 3.97246 -4.17954 3.66240
C 3.18163 -3.76914 2.60000
C 3.22502 -2.46416 2.12696
N 2.44016 -2.14834 0.98869
C 1.61041 -1.08825 0.74201
N 1.43325 -0.23390 1.75198
C 0.63582 0.91011 1.94559
C -0.19155 1.53005 1.03583
C -0.95366 2.63150 1.37232
C -0.87454 3.15126 2.65621
C -0.03048 2.56042 3.58918
C 0.71407 1.45365 3.23939
O 1.56773 0.85880 4.14740
C 0.97062 -0.21806 4.88432
N 1.06003 -0.98786 -0.44767
C 0.95003 -2.04209 -1.37009
C 0.45197 -3.30067 -1.00802
C 0.34681 -4.31342 -1.94622
C 0.70272 -4.08222 -3.26797
C 1.16773 -2.83242 -3.64728
C 1.29071 -1.81820 -2.71241
O 1.69439 -0.57602 -3.10799
C 3.10568 -0.37317 -2.98495
H 4.77224 1.58219 2.20826
H 6.00969 0.41121 2.73380
H 4.66792 0.85877 3.82841
H 5.55628 -1.25733 4.27864
H 5.43526 -3.56647 5.10873
H 3.92141 -5.20234 4.01088
H 2.50092 -4.46695 2.12358
H 2.37822 -2.88381 0.30528
H 2.13590 -0.29200 2.47350
H -1.60157 3.09655 0.63568
H -1.46847 4.01546 2.92794
H 0.05621 2.95301 4.59471
H 0.52746 0.15818 5.80729
H 1.75862 -0.93042 5.12754
H 0.20244 -0.71999 4.29211
H 0.11875 -3.44724 0.01116
H -0.03806 -5.28125 -1.64952
H 0.60297 -4.86692 -4.00733
H 1.42766 -2.62037 -4.67775
H 3.32994 0.57617 -3.46573
H 3.65028 -1.17192 -3.49414
H 3.40250 -0.32740 -1.93580
O -1.43267 -1.79137 1.33665
C -2.18423 -1.21632 0.56749
N -3.55033 -1.25704 0.62385
C -4.19627 -0.34751 -0.31478
C -2.94196 0.21216 -1.00820
O -2.91288 1.09986 -1.84474
N -1.83592 -0.38838 -0.49727
C -5.11480 -1.10269 -1.26774
C -6.10265 -1.92536 -0.73065
C -6.94761 -2.64551 -1.55780
C -6.81924 -2.54628 -2.93867
C -5.84678 -1.72064 -3.47787
C -4.99625 -0.99871 -2.64700
C -4.90446 0.79897 0.41683
C -4.31506 1.33795 1.55933
C -4.92986 2.37176 2.24817
C -6.14206 2.88192 1.80259
C -6.72020 2.36668 0.65256
C -6.10344 1.33264 -0.04055
H -4.03217 -1.71636 1.37494
H -6.22534 -1.99113 0.34554
H -7.70779 -3.28405 -1.12555
H -7.48022 -3.10805 -3.58651
H -5.74453 -1.63490 -4.55264
H -4.24775 -0.34288 -3.07449
H -3.36241 0.95518 1.90869
H -4.45911 2.77781 3.13558
H -6.63128 3.68005 2.34686
H -7.65859 2.76768 0.28982
H -6.55676 0.94425 -0.94351
O 0.42253 2.24136 -4.04755
C 1.25287 2.51849 -3.21142
N 1.17422 2.20659 -1.87308
S 2.50357 2.67509 -1.01450
O 2.18082 3.69021 -0.05391
O 3.23526 1.53050 -0.53241
C 3.34044 3.37526 -2.40733
C 4.59538 3.94583 -2.47356
C 5.02547 4.39539 -3.71522
C 4.21209 4.27041 -4.84062
C 2.95665 3.68408 -4.75172
C 2.53162 3.23575 -3.51565
H 5.21775 4.02861 -1.59173
H 6.00720 4.84153 -3.80772
H 4.56760 4.63441 -5.79561
H 2.32180 3.56733 -5.62130

Values from the calculation:
Highest occupied orbital energy (spin up / spin down)   -7.69 / -8.23 eV
DFT total energy   -86074.804 eV
Gap between HOMO and LUMO (spin up / spin down)   0.3039 / 0.2227 Ha
LUMO (spin up / spin down)   0.58 / -2.17 eV
⟨S²⟩   2.0142
Spin multiplicity   3

Entry 4:
A cluster of 13 separate species, C4H30O16 in total at a distorted geometry. Source: the OMol25 dataset; level of theory: ωB97M-V/def2-TZVPD.

Atoms and positions in Å:
O -1.03405 -1.62136 2.76913
C -0.57987 -1.20728 1.72216
O -0.33346 -2.14306 0.77053
C 0.03792 0.11401 1.33186
C -0.44900 0.52367 -0.10157
C 0.79281 0.80125 -0.99704
O 1.45527 1.77211 -0.39606
O 1.22550 0.16714 -1.93596
H -0.38497 -3.00474 1.20460
H 1.12323 -0.06859 1.35244
H 0.05296 0.86483 2.11654
H -0.90536 1.49623 -0.00091
H -1.02686 -0.24549 -0.58500
H 2.27244 2.11258 -0.78144
H -1.27420 -0.86882 -2.30777
H -2.35161 0.13736 -2.55261
O -2.17407 -0.64193 -2.01223
H 0.11704 3.71227 -0.84579
H 0.88097 4.90327 -1.59877
O 0.81873 3.95724 -1.46430
H 2.77541 -1.68903 -1.34296
H 2.46968 -1.94343 -2.79077
O 2.52780 -2.42310 -1.91904
H 1.69378 -1.02936 -4.45373
H 2.22305 0.20386 -3.70860
O 2.46120 -0.69285 -3.97910
H 3.83915 -2.87386 0.64493
H 4.18728 -2.39019 2.10427
O 4.52653 -2.50268 1.19924
H -3.88652 2.72607 0.28617
H -3.36426 2.66819 1.61001
O -3.60646 3.36125 0.97905
H -3.15395 0.21585 -0.56525
H -3.49174 0.75351 0.74841
O -3.76914 0.87258 -0.17018
H 1.95806 -3.40113 -0.51250
H 2.61507 -4.72277 -0.32960
O 1.96010 -4.16390 0.10875
H 1.61146 -0.13505 4.73605
H 0.51458 -0.80949 3.90384
O 1.14049 -0.07169 3.89861
H -2.01148 0.53178 3.03781
H -3.57615 0.52656 2.65780
O -2.77140 1.03868 2.74675
H -0.94917 -2.55469 -2.38541
H 0.13995 -1.56483 -2.45922
O -0.60213 -1.89533 -2.99800
H -0.96993 3.48077 1.74089
H -1.77407 4.14131 0.74379
O -0.98061 3.58229 0.78018

Values from the calculation:
Highest occupied orbital energy   -10.84 eV
DFT total energy   -37395.029 eV
Gap between HOMO and LUMO   0.3999 Ha
LUMO   0.05 eV
Spin multiplicity   1

Entry 5:
A cluster of 2 separate species, C2H9N3O in total at a distorted geometry. Source: the OMol25 dataset; level of theory: ωB97M-V/def2-TZVPD.

Atoms and positions in Å:
N -1.61977 -0.79535 0.71484
C -2.16890 0.09455 -0.03667
N -1.48640 1.04523 -0.69219
H 0.25966 -1.26824 0.50649
H -2.29690 -1.24625 1.31131
H -3.25378 0.22283 0.05526
H -1.95466 1.89186 -0.94676
H -0.48269 1.10831 -0.59036
N 1.79513 1.07856 -0.28426
C 2.02299 -0.35682 0.26669
O 1.00899 -1.22334 -0.10303
H 1.63165 1.67857 0.51295
H 2.61785 1.39642 -0.77118
H 1.89601 -0.08977 1.31154
H 2.90105 -0.77646 -0.19824

Values from the calculation:
Highest occupied orbital energy   -9.22 eV
DFT total energy   -8737.053 eV
Gap between HOMO and LUMO   0.3765 Ha
LUMO   1.03 eV
Spin multiplicity   1
SMILES string   [H]/N=C/N.NCO

Entry 6:
A cluster of 2 separate species, C2H10N2 in total at a distorted geometry. Source: the OMol25 dataset; level of theory: ωB97M-V/def2-TZVPD.

Atoms and positions in Å:
C 0.97674 1.07970 2.32822
H 1.19595 1.39885 1.26139
H 1.85604 0.66933 2.85376
H 0.41068 0.21172 2.21088
H 0.41922 1.84600 2.93762
N 0.79951 -0.07213 -1.53991
C -0.63128 -0.05643 -1.30660
N -1.39007 -1.43284 -1.21575
H 1.13426 -0.60167 -0.72523
H 1.11993 -0.75432 -2.27799
H -0.88539 0.36811 -0.40097
H -1.03557 0.57900 -2.09978
H -2.38844 -1.37607 -1.73074
H -1.58159 -1.85924 -0.29489

Values from the calculation:
Highest occupied orbital energy (spin up / spin down)   -15.99 / -15.90 eV
DFT total energy   -5205.781 eV
Gap between HOMO and LUMO (spin up / spin down)   0.4330 / 0.2400 Ha
LUMO (spin up / spin down)   -4.21 / -9.37 eV
⟨S²⟩   0.7544
Spin multiplicity   2
Charge   +1

Copy entry 6 word for word.
A cluster of 2 separate species, C2H10N2 in total at a distorted geometry. Source: the OMol25 dataset; level of theory: ωB97M-V/def2-TZVPD.

Atoms and positions in Å:
C 0.97674 1.07970 2.32822
H 1.19595 1.39885 1.26139
H 1.85604 0.66933 2.85376
H 0.41068 0.21172 2.21088
H 0.41922 1.84600 2.93762
N 0.79951 -0.07213 -1.53991
C -0.63128 -0.05643 -1.30660
N -1.39007 -1.43284 -1.21575
H 1.13426 -0.60167 -0.72523
H 1.11993 -0.75432 -2.27799
H -0.88539 0.36811 -0.40097
H -1.03557 0.57900 -2.09978
H -2.38844 -1.37607 -1.73074
H -1.58159 -1.85924 -0.29489

Values from the calculation:
Highest occupied orbital energy (spin up / spin down)   -15.99 / -15.90 eV
DFT total energy   -5205.781 eV
Gap between HOMO and LUMO (spin up / spin down)   0.4330 / 0.2400 Ha
LUMO (spin up / spin down)   -4.21 / -9.37 eV
⟨S²⟩   0.7544
Spin multiplicity   2
Charge   +1